DFT (ωB97M-V/def2-TZVPD) results for a cluster of 5 separate species, C41H78N2O15P in total in a non-equilibrium geometry.

Each line ends with the Löwdin charge.
Geometry (Å):
C 5.57289 -2.25406 -0.46225  -0.09
C 5.73080 -0.70757 -0.94181  -0.24
O 4.61688 0.12184 -0.50382  -0.20
C 4.15640 0.96684 -1.60122  -0.18
C 2.98237 1.95903 -1.07662  -0.15
O 1.67754 1.34781 -1.21556  -0.19
C 0.86515 1.51892 -0.01566  -0.14
C -0.24122 0.34524 0.15665  -0.16
O 0.42740 -0.91382 0.28595  -0.13
C -0.39237 -2.05866 0.43857  -0.22
N -0.92758 -2.86260 -0.68424  -0.29
P -2.76866 -2.67488 -0.59577  1.06
C -3.29256 -0.86637 -0.48881  -0.27
C -3.44252 -3.43778 1.02612  -0.36
C -4.67761 -2.52789 1.58698  -0.16
C -0.72930 -4.32671 -0.30973  -0.17
C -1.66836 -5.35792 -1.08330  -0.20
C -1.68788 -5.07405 -2.65232  -0.18
C -1.24236 -3.63963 -3.18791  -0.24
C -0.37565 -3.93331 -4.49011  -0.17
C 1.01690 -4.65046 -4.34251  -0.16
C 1.99517 -4.44751 -5.55948  -0.03
C 3.42653 -5.00754 -5.63166  -0.06
C 3.95335 -5.82161 -4.42926  -0.03
C 2.99379 -6.07068 -3.24532  -0.21
C 3.55249 -6.91488 -2.01053  -0.09
C 1.55498 -5.51412 -3.18724  0.00
C -0.63380 -2.55731 -2.12282  -0.22
C 0.75928 -1.90203 -2.52494  -0.10
C 2.13920 -2.45188 -2.02647  -0.24
N 2.25779 -3.13352 -0.72432  0.01
H 6.59666 -2.72450 -0.29240  0.08
H 5.03864 -2.86830 -1.27688  0.06
H 4.97560 -2.34790 0.50874  0.08
H 5.86562 -0.71784 -2.07870  0.12
H 6.69694 -0.33356 -0.43856  0.13
H 5.01043 1.63279 -2.00432  0.14
H 3.78285 0.35256 -2.49858  0.12
H 3.24757 2.27340 -0.00982  0.14
H 3.03905 2.89345 -1.75533  0.14
H 0.24892 2.48387 -0.19083  0.13
H 1.46383 1.57754 0.95233  0.14
H -1.02678 0.58618 0.94740  0.13
H -0.80109 0.33504 -0.85958  0.12
H 0.26633 -2.75248 1.09539  0.16
H -1.22798 -1.74610 1.18239  0.14
H -2.89034 -0.31249 -1.42016  0.06
H -4.43694 -0.84105 -0.60650  0.07
H -3.00247 -0.35563 0.48696  0.04
H -3.89052 -4.48051 0.87605  0.08
H -2.63086 -3.39369 1.82789  0.08
H -4.32951 -1.54589 2.04641  0.08
H -5.47605 -2.38804 0.77813  0.08
H -5.18299 -3.14005 2.42370  0.09
H 0.33462 -4.69356 -0.48044  0.12
H -0.92947 -4.52002 0.81204  0.14
H -1.16792 -6.39378 -0.94085  0.13
H -2.72095 -5.48804 -0.66980  0.08
H -1.10550 -5.92621 -3.17419  0.11
H -2.78041 -5.27727 -2.98276  0.13
H -2.21213 -3.18670 -3.63580  0.14
H -1.02681 -4.59324 -5.18385  0.14
H -0.24215 -2.94803 -5.07872  0.12
H 1.64125 -3.84549 -6.47620  0.10
H 4.06122 -4.80092 -6.55384  0.10
H 5.02174 -6.21866 -4.43680  0.10
H 2.81042 -7.71989 -1.70336  0.08
H 4.60958 -7.29702 -2.22056  0.08
H 3.66868 -6.16925 -1.13321  0.07
H 0.88290 -5.71782 -2.29617  0.08
H -1.34641 -1.64679 -2.30444  0.12
H 0.85929 -1.74658 -3.66838  0.14
H 0.72358 -0.78822 -2.19291  0.10
H 2.66910 -3.10836 -2.81768  0.11
H 2.85743 -1.53907 -1.95056  0.11
H 2.44076 -2.46181 0.03731  0.07
H 3.01550 -3.82501 -0.67681  0.06
C 0.23743 4.99977 -2.09194  -0.05
C -0.28093 3.84212 -2.92382  -0.22
O -0.77577 4.29248 -4.19084  0.03
C 0.16334 4.62320 -5.09063  -0.59
O 1.35872 4.56483 -4.93018  0.12
O -0.45763 5.05597 -6.20124  0.00
C 0.43133 5.54040 -7.20689  -0.04
H -0.52939 5.77112 -1.98739  0.08
H 0.53564 4.65757 -1.09851  0.07
H 1.10101 5.47261 -2.56325  0.08
H -1.12550 3.37914 -2.40812  0.12
H 0.47657 3.06480 -3.05946  0.11
H 1.18841 4.79576 -7.46041  0.10
H 0.90093 6.46801 -6.87249  0.10
H -0.15709 5.75225 -8.10022  0.10
C -7.93837 -6.89059 4.64766  -0.07
C -6.87378 -7.88065 5.07943  -0.21
O -6.27850 -8.53607 3.95024  0.04
C -5.41453 -7.79702 3.24371  -0.59
O -5.09143 -6.65488 3.47405  0.10
O -4.97914 -8.53907 2.20875  0.01
C -4.12821 -7.82923 1.31606  -0.06
H -8.68285 -7.37967 4.01476  0.08
H -8.43828 -6.45982 5.51734  0.08
H -7.50913 -6.07537 4.06200  0.07
H -7.33546 -8.66411 5.68309  0.13
H -6.10523 -7.41024 5.69856  0.13
H -3.28538 -7.37866 1.84529  0.09
H -4.70188 -7.06581 0.78402  0.09
H -3.73690 -8.53930 0.58648  0.10
C 0.10592 9.68998 3.21610  -0.06
C 1.11993 9.20891 2.19580  -0.21
O 0.48207 8.52186 1.10998  0.03
C -0.15402 9.30557 0.22613  -0.59
O -0.22544 10.50920 0.25998  0.13
O -0.72463 8.51272 -0.69947  -0.01
C -1.52562 9.21782 -1.64655  -0.04
H -0.51588 8.85949 3.56023  0.08
H 0.60776 10.13875 4.07566  0.08
H -0.56755 10.43441 2.78754  0.08
H 1.79003 8.48820 2.66889  0.11
H 1.74193 10.02610 1.82106  0.13
H -0.96023 10.01822 -2.12771  0.10
H -2.41632 9.61684 -1.15635  0.10
H -1.84035 8.50855 -2.41324  0.09
C 2.35092 6.37613 9.73430  -0.07
C 2.38510 7.67800 8.95721  -0.21
O 2.78009 7.46490 7.59478  0.03
C 1.84493 6.92503 6.80110  -0.59
O 0.72233 6.61904 7.12307  0.12
O 2.38148 6.75820 5.57787  0.00
C 1.51935 6.09280 4.65868  -0.05
H 3.31079 5.85924 9.65898  0.08
H 2.12843 6.56222 10.78682  0.08
H 1.59231 5.69753 9.33976  0.07
H 3.13476 8.33898 9.39626  0.12
H 1.42826 8.20510 9.00091  0.13
H 0.55256 6.59522 4.58513  0.09
H 1.38997 5.05034 4.95858  0.10
H 1.99289 6.11313 3.67611  0.09

Properties
E_LUMO: -1.97 eV
spin multiplicity: 1
gap between HOMO and LUMO: 8.67 eV
charge: +1